No. 1
ORCA calculation (ωB97M-V with the def2-TZVPD basis set) on a molecular structure, C5H12BNO2 at a distorted geometry.

Structure (XYZ):
```
21
Properties=species:S:1:pos:R:3:forces:R:3
B 2.06036 0.47678 0.05787 -0.557 -0.341 2.611
C -1.42402 0.29817 -0.22095 -1.915 0.519 2.149
C -2.42423 0.59354 -1.30832 -0.797 -0.948 -0.531
C -1.69827 0.86372 1.27851 -3.005 -1.020 -2.719
C 1.52028 -2.05503 -0.51211 0.194 2.052 0.843
C 0.75444 -0.45124 0.29449 2.219 -2.725 -3.449
N -0.37121 -0.25338 -0.58880 1.588 -0.280 0.185
O 2.65381 0.96491 1.26272 0.358 -0.082 -1.917
O 2.56631 0.61489 -1.17262 -0.279 -0.120 -1.114
H -2.27195 -0.09328 -2.18578 -0.112 0.527 1.001
H -2.08482 1.55326 -1.64263 -0.359 0.916 -0.441
H -3.52151 0.62139 -1.05056 1.269 0.037 0.040
H -0.84647 1.39800 1.47885 1.875 1.573 0.990
H -2.65568 1.49608 1.31168 1.590 -0.673 -0.242
H -1.85930 0.09016 2.02092 0.255 -0.368 -0.079
H 0.82899 -2.87130 -0.40669 -0.432 -0.237 0.740
H 2.54806 -2.33575 -0.11284 -1.341 0.522 -0.403
H 1.53341 -1.89931 -1.60313 0.296 0.558 0.566
H 0.56760 -0.79022 1.28435 -0.335 0.099 0.938
H 3.53198 1.35211 1.05545 -0.748 -0.256 0.386
H 3.25342 1.19544 -1.48579 0.237 0.249 0.447
```
Forces are in eV/Å.

Output
Energy relative to the best compared isomer or geometry (same formula, charge and spin)   0.0 kcal per mole
Electronic energy   -11641.5873 eV
Net charge   0
HOMO level   -0.3165 Ha

natural (NBO) population analysis, charges in e, atoms 1 to 8:
1 B 1.098
2 C 0.332
3 C -0.664
4 C -0.691
5 C -0.603
6 C -0.343
7 N -0.457
8 O -0.891

No. 2
ORCA calculation (ωB97M-V with the def2-TZVPD basis set) on a molecular structure, C5H12Br2CaN5O5 at a distorted geometry.

Structure (XYZ):
```
30
Properties=species:S:1:pos:R:3:forces:R:3
Ca 0.10012 0.84983 -0.60655 0.381 0.603 -0.066
Br 0.97180 3.54085 -0.04208 0.047 0.027 0.059
Br -0.51461 -1.96847 -0.50957 -0.091 -0.315 -0.003
O -0.29730 0.32022 -4.68424 -0.671 0.176 -0.333
C -0.14278 0.62259 -3.38489 0.302 0.798 3.274
O -1.15809 0.72692 -2.61986 -0.976 -0.194 -1.586
O 0.97974 0.81446 -2.87851 0.838 -0.584 -1.219
H -1.26490 0.38280 -4.77749 0.363 -0.257 -0.203
C 3.18979 -0.64913 -0.28986 -0.489 0.370 0.099
O 2.35417 0.19474 0.05182 0.153 -0.590 -0.279
N 2.90942 -1.69190 -1.09560 -0.831 0.158 0.095
N 4.44453 -0.54631 0.21096 0.744 0.316 0.358
H 1.91484 -1.78824 -1.28963 0.079 -0.198 -0.164
H 3.56832 -2.26928 -1.57313 0.259 0.037 0.068
H 4.62425 0.30886 0.70707 0.050 -0.034 -0.036
H 5.20432 -1.17506 0.04184 -0.117 -0.124 -0.180
C -3.08232 1.12508 0.00721 0.661 -0.375 0.115
O -2.04257 1.78289 0.04430 -0.613 -0.312 0.405
N -3.62046 0.47987 1.10526 0.161 1.336 -1.355
N -3.76424 0.95350 -1.14890 -0.305 0.752 -0.547
H -2.99093 0.37818 1.88035 -0.202 -0.522 0.042
H -4.35456 -0.12748 0.80645 -0.029 -0.751 0.993
H -4.52810 0.33118 -1.31375 -0.053 -0.219 0.341
H -3.41704 1.44365 -1.95804 0.414 -0.233 0.102
C 0.15870 -0.84377 4.35009 0.397 -0.883 -0.691
C 0.09352 -0.27182 3.00250 -0.389 0.422 1.105
N 0.06068 0.20456 1.96753 -0.099 0.216 -0.506
H 1.15618 -1.28939 4.37168 -0.063 -0.056 0.489
H -0.56460 -1.65589 4.42705 0.015 -0.010 -0.045
H 0.01212 -0.18343 5.19797 0.065 0.446 -0.335
```
Forces are in eV/Å.

Output
Electronic energy   -181602.3793 eV
Net charge   -1
HOMO level   -0.1565 Ha

natural (NBO) population analysis, charges in e, atoms 1 to 8:
1 Ca 1.757
2 Br -0.930
3 Br -0.915
4 O -0.699
5 C 0.954
6 O -0.883
7 O -0.795
8 H 0.482

- Which of these has the lowest electronic energy?
  C5H12Br2CaN5O5

- Look up the HOMO level of the first one.
  -0.3165 Ha

Please write out number 2 again, unchanged.
ORCA calculation (ωB97M-V with the def2-TZVPD basis set) on a molecular structure, C5H12Br2CaN5O5 at a distorted geometry.

Structure (XYZ):
```
30
Properties=species:S:1:pos:R:3:forces:R:3
Ca 0.10012 0.84983 -0.60655 0.381 0.603 -0.066
Br 0.97180 3.54085 -0.04208 0.047 0.027 0.059
Br -0.51461 -1.96847 -0.50957 -0.091 -0.315 -0.003
O -0.29730 0.32022 -4.68424 -0.671 0.176 -0.333
C -0.14278 0.62259 -3.38489 0.302 0.798 3.274
O -1.15809 0.72692 -2.61986 -0.976 -0.194 -1.586
O 0.97974 0.81446 -2.87851 0.838 -0.584 -1.219
H -1.26490 0.38280 -4.77749 0.363 -0.257 -0.203
C 3.18979 -0.64913 -0.28986 -0.489 0.370 0.099
O 2.35417 0.19474 0.05182 0.153 -0.590 -0.279
N 2.90942 -1.69190 -1.09560 -0.831 0.158 0.095
N 4.44453 -0.54631 0.21096 0.744 0.316 0.358
H 1.91484 -1.78824 -1.28963 0.079 -0.198 -0.164
H 3.56832 -2.26928 -1.57313 0.259 0.037 0.068
H 4.62425 0.30886 0.70707 0.050 -0.034 -0.036
H 5.20432 -1.17506 0.04184 -0.117 -0.124 -0.180
C -3.08232 1.12508 0.00721 0.661 -0.375 0.115
O -2.04257 1.78289 0.04430 -0.613 -0.312 0.405
N -3.62046 0.47987 1.10526 0.161 1.336 -1.355
N -3.76424 0.95350 -1.14890 -0.305 0.752 -0.547
H -2.99093 0.37818 1.88035 -0.202 -0.522 0.042
H -4.35456 -0.12748 0.80645 -0.029 -0.751 0.993
H -4.52810 0.33118 -1.31375 -0.053 -0.219 0.341
H -3.41704 1.44365 -1.95804 0.414 -0.233 0.102
C 0.15870 -0.84377 4.35009 0.397 -0.883 -0.691
C 0.09352 -0.27182 3.00250 -0.389 0.422 1.105
N 0.06068 0.20456 1.96753 -0.099 0.216 -0.506
H 1.15618 -1.28939 4.37168 -0.063 -0.056 0.489
H -0.56460 -1.65589 4.42705 0.015 -0.010 -0.045
H 0.01212 -0.18343 5.19797 0.065 0.446 -0.335
```
Forces are in eV/Å.

Output
Electronic energy   -181602.3793 eV
Net charge   -1
HOMO level   -0.1565 Ha

natural (NBO) population analysis, charges in e, atoms 1 to 8:
1 Ca 1.757
2 Br -0.930
3 Br -0.915
4 O -0.699
5 C 0.954
6 O -0.883
7 O -0.795
8 H 0.482